No. 1
{
  "formula": "C16H32O2P2Pt",
  "method": "the ωB97M-V functional and the def2-TZVPD basis",
  "max_force_ev_per_a": 6.48,
  "de_lowest_ev": 3.2800,
  "charge": 2,
  "energy_ha": -1580.29170,
  "multiplicity": 5,
  "species": ["C", "O", "H", "H", "H", "H", "H", "H", "C", "H", "C", "C", "H", "H", "C", "H", "H", "O", "P", "H", "C", "Pt", "H", "H", "H", "H", "P", "C", "C", "H", "H", "C", "H", "H", "H", "C", "H", "C", "H", "C", "H", "H", "C", "H", "H", "C", "H", "H", "H", "H", "H", "C", "C"],
  "xyz": [[1.0510, 3.4122, -1.6308], [-0.2886, 1.3809, -0.2977], [-1.9999, -2.6387, -2.4127], [-1.0903, 2.0165, 1.4729], [-2.8608, 0.9009, -6.2778], [2.0790, -3.3553, -1.7476], [-1.0452, -3.7813, -3.4482], [1.5067, -1.2386, -7.7493], [-1.0470, -3.1868, -2.5314], [2.0461, 1.4217, -7.3985], [1.1493, 0.8279, -7.1195], [-0.6929, -1.3947, -6.0052], [-1.3877, 2.1820, -5.0129], [1.1556, 2.2077, -5.3993], [0.0811, -1.2863, 0.2461], [2.0378, 2.9275, -1.8033], [-0.0687, 1.7191, -3.9254], [-2.4068, 0.7986, 0.2782], [0.3083, -2.0198, -2.5355], [2.2168, -3.1439, -3.5193], [-1.8410, 0.8650, -6.6871], [-0.0928, -0.1831, -1.4806], [-2.0052, 3.6389, -1.6028], [0.7980, -0.6441, -4.2715], [-2.3643, -1.1640, -7.3158], [0.4854, 0.8073, -7.9915], [-0.2076, 2.2045, -1.9815], [1.5870, -0.6412, -6.8111], [0.6782, -1.3447, -5.8135], [0.5252, -2.2892, 0.0628], [-0.9225, -1.3687, 0.7058], [1.9818, -2.6324, -2.5765], [-1.8534, 1.4864, -7.6111], [0.8697, 3.6284, -0.5530], [2.6405, -0.6685, -6.4865], [0.4669, 1.5326, -5.9527], [-0.8288, -0.5542, -7.9738], [0.0226, -0.3559, -3.5205], [0.9251, 4.3199, -2.2681], [-1.4396, -0.6039, -7.0722], [-0.9571, -0.3945, -4.0113], [2.7008, -1.8083, -2.4115], [-1.8988, 2.7751, -2.2958], [-0.8908, -3.8466, -1.6616], [0.7578, -0.6554, 0.8594], [-1.3602, 1.3846, 0.5601], [-2.0423, 3.1174, -3.3473], [-2.6047, 1.9545, -2.0392], [1.2073, -2.0511, -5.1367], [1.5667, 1.1975, -3.5156], [-1.3192, -2.0994, -5.4249], [0.5073, 1.0722, -3.2469], [-0.8884, 1.5098, -5.7333]],
  "forces_ev_per_angstrom": [[-0.1, 0.6, 0.0], [-0.4, 0.6, 4.2], [0.5, -0.2, -0.1], [-0.9, -0.7, -1.0], [0.3, -0.2, -0.1], [0.0, 0.2, -0.3], [-0.1, -0.1, 0.1], [0.3, 0.3, 0.2], [-0.1, -0.2, -0.2], [-0.6, -0.5, 0.1], [0.2, 0.1, 0.0], [-5.9, -0.2, -0.7], [0.5, -0.4, -0.2], [-0.8, -0.6, -0.2], [-0.1, -0.7, 0.5], [-0.6, 0.5, 0.3], [0.4, -0.7, -0.2], [2.7, 1.6, 1.0], [-0.3, 0.4, 0.6], [-0.1, 0.0, 0.3], [-0.1, -0.3, -0.4], [1.1, -3.2, 2.0], [-0.2, -0.5, -0.4], [0.0, 0.1, -0.4], [0.5, 0.3, 0.0], [0.3, 0.3, 0.2], [-0.2, 2.5, -1.6], [-0.5, -0.3, 0.3], [6.5, 0.1, -0.2], [-0.3, 0.7, 0.6], [0.6, -0.1, -0.2], [0.5, -0.3, -0.1], [-0.1, -0.4, 0.4], [0.6, 0.3, -0.7], [-0.5, -0.1, -0.1], [-1.2, 0.7, -0.7], [-0.1, -0.2, 0.0], [-1.0, 0.5, -1.3], [0.3, -0.6, 0.6], [-0.4, -0.5, 0.5], [0.2, -0.1, 0.0], [-0.5, -0.3, -0.1], [0.2, 0.2, -0.6], [-0.1, 0.1, -0.3], [-0.3, -0.6, -0.3], [-2.2, -0.5, 0.5], [-0.1, -0.1, 0.9], [0.4, 0.7, -0.1], [-0.6, -0.1, -1.0], [-0.4, 0.2, 0.6], [0.6, 0.3, -0.5], [0.2, 0.6, -0.9], [1.8, 1.0, -1.2]]
}


No. 2
{
  "formula": "C16H32O4",
  "method": "the ωB97M-V functional and the def2-TZVPD basis",
  "max_force_ev_per_a": 3.05,
  "smiles": "C1CCOC1.C1CCOC1.C1CCOC1.C1CCOC1",
  "de_lowest_ev": 1.6596,
  "charge": 0,
  "energy_ha": -929.66311,
  "multiplicity": 1,
  "species": ["H", "H", "H", "H", "C", "H", "C", "C", "H", "C", "H", "O", "O", "O", "C", "H", "C", "H", "H", "C", "H", "C", "H", "H", "C", "C", "C", "H", "H", "C", "H", "C", "H", "H", "C", "H", "H", "H", "H", "C", "H", "O", "H", "H", "H", "H", "C", "H", "H", "H", "H", "H"],
  "xyz": [[2.4324, -6.6665, -7.8637], [1.3264, 2.7044, 6.7072], [1.6791, -5.1367, -6.0817], [-0.9541, -6.2446, -5.3882], [2.0684, -0.2973, -1.8200], [0.8206, -6.7927, -8.4843], [0.0641, -6.5980, -5.5509], [1.2476, 1.8277, 8.8337], [1.5961, -0.0086, -2.7589], [1.0422, -0.6838, -0.7924], [0.6557, -6.7269, -4.6446], [1.1463, -7.9662, -6.8691], [2.5364, 1.2367, 7.0871], [1.5543, -0.3010, 0.4675], [-4.9690, 4.7762, 0.1394], [3.6779, -0.3249, 0.3972], [1.8236, 0.0817, 7.3480], [3.7949, 1.1042, -1.4965], [-0.1202, -8.6913, -5.4304], [1.3890, -6.7364, -7.5560], [2.8947, 1.0271, 1.0914], [-3.4016, 6.1088, -1.0126], [2.8055, -1.0941, -1.9203], [-4.8764, 7.6842, -1.3583], [-4.8526, 6.6004, -1.2441], [1.8885, 2.3552, 7.5734], [0.7711, 0.4742, 8.3695], [0.0825, -0.1697, -0.8458], [-3.4907, 4.0129, -1.3360], [2.8224, 0.3348, 0.2526], [0.3633, -4.8549, -6.9391], [0.8988, -5.7265, -6.5628], [-0.8921, -8.1316, -6.9023], [-2.7843, 6.1197, -1.9109], [-3.5679, 4.7320, -0.5204], [-0.1744, 0.5785, 7.8373], [2.0895, 1.6929, -1.2323], [2.6664, 3.0874, 7.7897], [-5.2016, 6.1718, -2.1835], [-0.0775, -7.9279, -6.2073], [-2.7955, 4.5248, 0.2202], [-5.5571, 6.0961, -0.1439], [-2.8573, 6.8417, -0.4171], [-4.8262, 4.8606, 1.2167], [-5.6386, 3.9659, -0.1490], [0.7282, -0.2627, 9.1716], [2.7861, 0.8573, -1.1653], [2.5364, -0.5729, 7.8497], [0.4351, 2.4388, 9.2268], [0.9509, -1.7685, -0.8496], [1.4646, -0.3945, 6.4357], [1.9981, 1.7822, 9.6229]],
  "forces_ev_per_angstrom": [[0.1, -0.2, 0.5], [-1.1, 0.6, 0.6], [0.5, -0.8, 0.4], [0.2, 0.7, 0.6], [0.5, 0.4, -0.7], [-0.3, 0.4, -0.2], [-0.9, 1.5, -0.3], [-1.0, 0.9, 0.2], [0.3, -0.3, -0.2], [-0.2, -0.5, 0.3], [-0.4, 0.1, 0.1], [2.0, -1.9, -1.2], [2.1, -0.2, -1.4], [1.0, -0.1, 0.2], [0.3, 1.2, 0.7], [0.0, -0.6, -0.2], [0.5, -1.0, 1.0], [-0.2, 0.0, -0.4], [0.2, -0.3, -0.2], [-0.6, -0.9, -0.1], [0.1, 0.5, -0.4], [0.3, 2.1, -1.7], [-0.3, -0.3, -0.5], [-0.4, 0.0, 0.5], [1.5, -0.2, -0.7], [0.8, 0.7, -0.1], [-0.4, -0.5, -0.2], [-0.2, -0.2, -0.6], [-0.1, 0.0, 0.1], [-0.3, 0.3, 1.2], [-0.7, -0.5, -0.6], [-0.7, 1.4, 1.0], [-0.4, 0.6, -0.1], [-0.3, 0.0, -0.5], [-0.4, -0.7, 1.0], [-0.3, -0.1, 0.4], [0.4, 0.5, 0.1], [-0.1, 0.2, 0.0], [-0.3, -0.1, -0.2], [0.9, -0.1, 0.2], [-0.1, -0.4, 0.0], [0.2, -0.8, -0.2], [-0.2, -0.4, 0.8], [-0.3, -0.7, 0.1], [0.0, 0.1, 0.0], [-0.4, 0.0, -0.1], [-0.4, 0.5, 0.8], [0.0, -0.5, -0.3], [-0.1, 0.1, -0.1], [-0.6, -0.1, 0.2], [-0.2, 0.0, 0.0], [0.1, -0.2, -0.1]]
}


No. 3
{
  "formula": "C16H33BN2OP2Sn",
  "method": "the ωB97M-V functional and the def2-TZVPD basis",
  "max_force_ev_per_a": 14.48,
  "de_lowest_ev": 0.9065,
  "charge": 0,
  "energy_ha": -1735.85112,
  "multiplicity": 1,
  "species": ["H", "H", "H", "H", "C", "H", "H", "N", "C", "O", "C", "H", "H", "C", "H", "C", "C", "C", "C", "H", "C", "C", "C", "H", "H", "P", "H", "H", "H", "C", "H", "H", "H", "C", "H", "H", "H", "H", "H", "C", "H", "N", "H", "H", "H", "Sn", "H", "H", "H", "C", "B", "H", "P", "H", "H", "C"],
  "xyz": [[0.7500, -0.8523, 5.1624], [2.9149, 1.1831, -2.2910], [-1.4082, -3.0850, 3.0723], [-4.5919, -1.0484, -0.5085], [0.0285, 4.1085, -3.6176], [-3.2746, -1.3581, -1.6817], [-1.1220, -0.1500, 5.1690], [0.0143, 0.2073, 2.0500], [-0.4540, -2.5746, 3.1687], [0.0276, -1.7482, 0.9658], [0.0413, 3.5642, -4.9190], [4.3400, -1.5473, -1.1364], [0.0341, 1.7418, -6.0896], [0.1339, -3.9221, 1.1285], [3.2759, 0.9097, 1.7691], [0.3608, -2.6640, 1.9470], [3.2338, -1.5996, -1.1107], [-3.1415, 0.2401, 1.8062], [-3.5066, -1.2410, -0.6150], [0.0419, 5.1903, -3.4889], [-0.0180, 1.8631, -2.6598], [0.0157, 0.0508, 3.2198], [3.4095, -0.0748, 1.3031], [-0.0171, 0.2372, -4.0913], [2.8095, 2.2131, -0.8480], [2.5391, -0.1320, -0.2898], [3.0208, -0.8393, 1.9878], [2.8636, -1.6705, -2.1422], [1.4211, -2.5337, 2.1497], [-3.1821, 1.6098, -0.7338], [-2.6537, 2.5002, -0.3719], [-3.2681, -2.1851, -0.1049], [-3.0216, 1.5318, -1.8150], [3.2078, 1.2687, -1.2383], [4.3092, 1.2785, -1.1663], [-2.7753, 1.1613, 2.2768], [-0.7286, -1.5318, 3.4319], [2.9409, -2.5135, -0.5765], [1.0766, -4.3116, 0.7363], [-0.0034, 1.3252, -4.0116], [-4.2469, 0.2471, 1.8214], [-0.0489, 1.1610, -1.7073], [-4.2624, 1.7171, -0.5312], [-0.2926, -4.6763, 1.7950], [4.4915, -0.2516, 1.1503], [0.0060, -0.0553, -0.0660], [0.1025, -2.9610, 4.0147], [0.4036, 1.0758, 5.1141], [0.0640, 4.2212, -5.7921], [0.0244, 2.1611, -5.0826], [0.0115, 0.0310, 4.6733], [-0.0096, 3.6827, -1.4921], [-2.5427, 0.1239, 0.0933], [-0.5586, -3.7714, 0.2924], [-2.7860, -0.6144, 2.3977], [0.0000, 3.3073, -2.5174]],
  "forces_ev_per_angstrom": [[-0.4, 0.4, -0.6], [-0.1, 0.0, 0.2], [-0.1, -0.4, -0.1], [0.5, 0.0, 0.0], [0.0, 0.2, -1.2], [0.0, 0.1, 0.3], [0.5, 0.0, -0.7], [0.3, 2.2, 3.5], [-1.2, 0.7, 1.2], [-1.0, 0.7, -2.6], [0.0, 0.0, -0.1], [-0.6, 0.1, 0.1], [0.0, 0.1, 0.2], [0.3, -2.0, 1.0], [0.0, -0.2, -0.1], [0.4, -0.5, -2.5], [0.1, -0.4, -0.2], [-0.2, 0.0, 0.3], [-0.2, -0.4, -0.2], [0.0, -0.1, -0.1], [0.3, 6.0, -8.4], [0.4, 2.1, -5.0], [0.3, -0.1, 0.3], [0.0, 0.2, -0.1], [0.0, -0.2, -0.1], [0.9, 0.3, -0.1], [0.0, 0.2, -0.2], [0.0, 0.1, 0.3], [0.4, -0.2, 0.5], [-0.1, 0.1, -0.1], [-0.1, -0.2, -0.1], [0.0, 0.3, -0.1], [0.1, 0.0, 0.2], [0.1, 0.1, 0.0], [-0.4, -0.1, 0.0], [0.0, -0.2, -0.1], [0.1, -1.8, -0.2], [0.0, 0.3, -0.1], [-0.1, -0.1, -0.1], [0.0, 0.0, 1.1], [0.5, 0.0, -0.1], [-0.3, -8.5, 11.7], [0.4, -0.1, 0.0], [0.1, -0.5, -0.2], [-0.5, 0.1, 0.0], [-0.1, 1.1, -1.6], [-0.1, -0.2, 0.2], [0.1, 0.4, -0.2], [0.0, -0.2, 0.3], [0.0, 1.2, -0.7], [0.1, -0.5, 4.4], [0.0, 0.0, -0.3], [-0.6, 0.2, 0.1], [0.2, 0.2, 0.4], [0.0, 0.2, -0.2], [0.0, -0.8, 0.2]]
}


No. 4
{
  "formula": "C16H33BN2OP2Tc",
  "method": "the ωB97M-V functional and the def2-TZVPD basis",
  "max_force_ev_per_a": 5.43,
  "de_lowest_ev": 1.8923,
  "charge": 0,
  "energy_ha": -1602.21574,
  "multiplicity": 4,
  "species": ["H", "H", "C", "H", "C", "Tc", "H", "H", "H", "H", "O", "H", "C", "H", "H", "H", "H", "C", "H", "H", "C", "C", "C", "H", "C", "H", "H", "C", "H", "B", "H", "C", "C", "P", "C", "C", "H", "H", "H", "H", "H", "H", "C", "C", "H", "C", "H", "N", "H", "H", "H", "N", "H", "H", "H", "P"],
  "xyz": [[-0.1066, -1.5652, 0.5890], [1.6302, -0.4123, -3.2508], [2.1262, -1.6099, 2.6243], [-1.6616, 2.6322, 2.2504], [-1.3752, 1.5137, -3.4336], [0.1274, -0.1757, -0.0197], [-3.2977, -1.5990, 1.0783], [3.7534, 0.2676, 0.9116], [-2.7160, 0.7041, -6.4399], [1.6150, 1.4708, 4.1799], [1.5444, 0.5541, 1.7927], [3.9331, -2.1149, -1.5696], [3.6556, 0.4914, -0.1557], [3.0737, -2.5873, -0.0868], [3.4668, 1.5665, -0.2549], [1.5935, -0.1371, 5.1036], [-3.5321, 0.6625, -0.7896], [-3.3533, 1.3485, 0.0417], [2.2707, -2.7321, -1.6628], [2.2624, -2.2583, 3.5093], [2.0311, 0.4326, 4.2916], [-1.9014, 1.6777, -4.7026], [-1.2874, 0.1965, -2.9070], [-1.9888, 2.6835, -5.1000], [-1.6769, -0.9390, -3.6648], [3.0863, -1.5745, 2.0883], [-3.0676, 1.8087, 3.0490], [-2.3068, 0.5620, -5.4443], [-1.0372, 2.3411, -2.8009], [-0.3791, -0.0982, 4.8669], [1.4152, -2.1480, 1.9695], [0.0712, -0.4793, 3.2885], [-2.1951, -0.7348, -4.9306], [-2.1917, 0.5478, 1.1951], [2.3394, 0.1523, -2.6369], [2.9551, -2.1159, -1.0689], [-1.5377, -0.0186, 5.1246], [-4.2683, 1.5476, 0.6060], [-0.1072, 1.0054, 5.4102], [-1.4351, 1.3480, 3.3829], [3.1607, 0.4029, 4.4770], [-4.0201, -0.5574, 2.3085], [-3.0718, -0.8831, 1.8755], [-2.0966, 1.6931, 2.5867], [4.6054, 0.2566, -0.6529], [1.5275, -0.2303, 2.9349], [-1.5634, -1.9202, -3.1915], [-0.4756, -0.0035, 2.2011], [-2.5064, -1.6016, -5.5028], [3.3482, 0.0295, -3.0545], [-2.8820, 2.2709, -0.3070], [-0.8224, 0.0100, -1.6247], [-0.1729, -1.1578, 5.4077], [2.0670, 1.2121, -2.6804], [-2.4973, -1.4023, 2.6538], [2.2363, -0.4271, -0.9036]],
  "forces_ev_per_angstrom": [[0.2, -1.8, -0.4], [0.1, 0.1, 0.1], [0.1, -1.0, 0.2], [-0.3, 0.3, -0.1], [-0.1, -0.7, 0.2], [-2.2, 3.9, 3.1], [0.1, 0.1, 0.1], [-0.2, 0.1, -0.3], [0.0, 0.0, 0.1], [0.8, -0.9, 0.8], [0.6, 0.1, -1.7], [-0.2, 0.2, 0.1], [-0.2, 0.1, 0.2], [-0.1, 0.2, -0.2], [0.0, -0.2, 0.1], [0.3, 0.4, 0.0], [-0.1, 0.2, 0.0], [0.0, -0.3, 0.1], [0.1, 0.1, 0.1], [-0.1, 0.4, -0.2], [2.0, 0.5, -2.0], [0.1, -0.1, 0.1], [0.4, -0.4, 1.0], [-0.1, -0.2, -0.1], [0.0, 0.7, 0.3], [-0.2, 0.3, 0.3], [-0.5, 0.4, -0.2], [0.0, 0.0, -0.1], [-0.2, -0.3, -0.3], [-2.2, -1.0, 0.8], [0.4, 0.2, 0.1], [-1.5, 4.6, -1.8], [0.1, 0.0, 0.1], [0.4, -0.2, 0.5], [0.0, 0.0, -0.2], [-0.1, -0.2, 0.0], [-1.2, -0.3, -0.9], [-0.1, 0.1, -0.2], [0.6, -0.9, -0.9], [-0.5, 0.1, -0.2], [-1.3, 0.3, -0.8], [0.0, 0.1, 0.0], [-0.3, -0.5, -0.2], [-0.1, 0.8, 0.4], [-0.4, -0.1, -0.2], [1.2, -1.5, 1.3], [-0.1, 0.4, -0.3], [1.1, -3.8, 0.9], [0.0, 0.2, -0.1], [-0.2, 0.0, 0.2], [-0.2, -0.1, 0.0], [1.5, -0.1, 0.9], [0.8, 0.1, 0.7], [0.0, -0.2, 0.0], [-0.1, 0.4, -0.3], [1.9, -0.7, -1.1]]
}